The following is a DFT calculation (ωB97M-V with the def2-TZVPD basis set) of a 3-piece molecular cluster, C2HBrN2O2 overall in a non-equilibrium geometry.

Multiplicity: 3
Energy: -79203.5707 eV
Net charge: 0
Energy relative to the best compared isomer or geometry (same formula, charge and spin): 0.000 eV
⟨S²⟩: 2.03
E_LUMO (spin up / spin down): 0.00957 / -0.03326 hartree

Atoms and positions in Å:
C (-0.6692, -2.0601, 0.7343)
C (-1.2565, 1.8075, 0.4634)
N (-0.9735, -1.0207, 0.1476)
N (-1.1949, -0.1334, -0.6113)
O (-0.5618, -3.0151, 1.3546)
O (-1.0431, 2.7670, -0.0861)
Br (3.1233, 1.3385, -0.5319)
H (2.5756, 0.3162, -1.4706)

Forces on the atoms, in the same order (eV/Å):
C -1.1 3.9 -2.5
C -0.1 0.9 1.1
N 0.9 -3.6 2.6
N -0.3 1.2 -2.5
O 0.6 -2.5 1.7
O 0.1 0.1 -0.4
Br -0.6 -1.1 -1.0
H 0.6 1.1 1.0


The following is a DFT calculation (ωB97M-V with the def2-TZVPD basis set) of a 11-piece molecular cluster, C4H29N2O12 overall in a non-equilibrium geometry.

Energy: -32172.3814 eV
Net charge: -1
Energy relative to the best compared isomer or geometry (same formula, charge and spin): 0.463 eV
E_LUMO: 0.10390 hartree

Atoms and positions in Å:
C (1.0108, 1.6820, -0.9717)
C (-0.0316, 2.4977, -1.8123)
C (-0.5630, 1.6319, -2.9798)
N (-1.3725, 0.5220, -2.5252)
N (0.6521, 1.8249, 0.4452)
C (-0.1251, 0.9960, 1.2142)
O (-0.1603, 1.1609, 2.4540)
O (-0.6215, -0.0512, 0.6662)
H (0.9263, 0.6321, -1.2314)
H (1.9499, 2.1985, -1.1239)
H (-0.9756, 2.6099, -1.2751)
H (0.4058, 3.4499, -2.1082)
H (-1.1858, 2.2013, -3.6793)
H (0.2638, 1.2821, -3.6079)
H (-2.0039, 0.7710, -1.7738)
H (-0.8590, -0.2782, -2.1934)
H (1.2119, 2.4425, 1.0050)
H (2.5920, 0.2459, 2.0128)
H (3.0250, -0.9480, 2.6763)
O (3.3420, -0.3464, 1.9845)
H (-1.0233, -2.9254, -2.0128)
H (-2.4865, -3.3377, -1.9440)
O (-1.7524, -3.2625, -2.5598)
H (-1.4805, -3.2308, 0.8026)
H (-1.1443, -1.8457, 1.0510)
O (-0.8168, -2.7357, 1.2978)
H (-2.1033, -0.4850, 1.2920)
H (-3.6402, -1.0200, 1.9326)
O (-3.0475, -0.7712, 1.2417)
H (-2.9054, 2.6162, 0.3064)
H (-4.0452, 1.9099, -0.5060)
O (-3.3713, 2.5923, -0.5267)
H (1.0555, 0.1773, 4.0708)
H (0.7229, -0.9957, 3.2121)
O (1.3742, -0.7010, 3.8536)
H (-0.9811, 0.2833, 3.9849)
H (-0.9073, -0.9181, 4.9904)
O (-1.4110, -0.5398, 4.2717)
H (-0.1641, -1.2822, -0.5105)
H (0.9419, -2.3837, -0.5397)
O (0.2106, -2.0224, -1.0467)
H (3.4389, -0.8482, 0.2796)
H (2.2412, -0.9436, -0.6938)
O (3.1925, -1.0781, -0.6421)
H (2.8799, -0.6888, -3.1340)
H (4.0330, 0.1343, -2.4131)
O (3.7084, -0.2225, -3.2338)

Forces on the atoms, in the same order (eV/Å):
C -2.4 1.4 0.6
C -0.4 -1.5 -0.6
C 0.4 0.4 -0.5
N -0.2 -0.5 -0.1
N 0.7 0.3 0.3
C 0.8 -2.0 0.4
O -0.1 1.2 0.1
O -0.3 0.6 -0.7
H 0.6 0.0 -0.2
H 0.5 -0.7 0.0
H 0.5 0.6 0.6
H -0.2 0.1 -0.1
H 0.1 0.4 0.3
H 0.0 -0.3 0.1
H 0.0 0.3 0.0
H 0.3 0.0 -0.2
H -0.1 0.2 0.0
H -0.3 0.7 -0.3
H 0.3 -0.1 0.0
O 0.2 -0.3 0.3
H 0.1 0.1 0.0
H -0.1 0.1 -0.1
O -0.2 -0.2 0.0
H 0.2 -0.5 0.2
H 0.7 -0.4 0.7
O -0.8 0.2 -0.1
H -0.5 0.2 1.1
H 0.7 0.1 1.2
O -0.6 0.2 -2.4
H -0.1 -0.4 0.4
H 0.2 -0.2 0.4
O -0.1 0.5 -0.8
H 0.1 0.3 -0.2
H -0.4 -0.1 -0.2
O 0.6 -0.4 0.4
H -0.1 -0.3 -0.3
H 0.3 0.1 0.1
O -0.7 0.1 0.1
H 0.4 -0.3 0.1
H -0.2 -0.2 0.3
O 0.2 0.7 -0.8
H -0.4 -0.1 -0.2
H 0.0 0.1 0.0
O 0.3 0.0 0.2
H 0.0 0.0 0.7
H -0.5 -0.4 0.7
O 0.5 0.4 -1.7